Density functional theory data (the ωB97M-V functional and the def2-TZVPD basis) for a molecular structure, C34H48BF3N10O4PS2SbTi at a distorted geometry.

- energy relative to the best compared isomer or geometry (same formula, charge and spin) (kcal/mol) = 10.25
- net charge = +4
- LUMO (eV) = -10.49

```
105
Properties=species:S:1:pos:R:3:mulliken_charge:R:1
N -0.09290 -2.39251 4.06446 0.395
H -5.65142 -0.86529 0.80176 0.315
C -5.56173 0.21943 0.78720 -0.720
F 5.36242 -3.54286 -2.51621 -0.401
H 7.23407 -3.42477 -2.10161 0.211
C -1.78763 -2.08149 -4.16625 -0.456
Sb -0.61815 -2.51786 -1.33001 0.720
H 2.04915 1.67582 -3.63900 0.194
H -0.53003 0.74685 1.62509 -0.352
N 6.74770 -1.55173 -0.46346 0.130
N -4.49054 0.65488 1.67471 0.258
H 0.84662 1.71085 -4.78873 0.350
C -2.55547 -4.71305 1.93952 -0.506
H 7.43623 0.30523 0.21285 0.601
H 0.07152 -5.48510 -0.79935 0.578
H 1.21136 -2.49722 -3.90067 0.525
B -0.99860 0.92419 2.76658 0.936
H 3.69955 -0.78008 0.61806 0.055
H 1.77652 -3.89488 0.12448 0.531
O 2.84226 0.98712 -2.31044 -1.066
H 4.25281 0.52844 1.65947 0.612
H 8.85017 -1.29555 0.98246 0.191
H 6.43940 -0.56384 1.38146 0.429
H 0.21921 -4.28760 4.85666 0.343
C -3.49349 -4.28622 -4.07008 -0.866
Ti 0.04797 -0.02571 0.02664 -1.150
H -4.15828 -5.13919 -4.06120 0.509
H -3.17196 1.86868 4.38768 0.597
H 1.21478 3.61119 -2.54274 0.396
F -4.15888 -3.78659 -6.25342 -0.291
C -2.56608 -2.39355 -5.26840 -0.890
H -2.51971 -1.81831 -6.18348 0.551
O 1.54906 -0.32607 -1.07286 1.443
N 1.73867 1.25626 0.94535 -0.530
C -0.07464 -1.45509 3.10835 -0.799
C -3.41133 -3.49172 -5.20077 0.085
H -3.33306 0.93471 -1.99156 -0.199
F -2.29613 -6.90092 2.71670 -0.322
C -1.02278 -0.58361 4.88473 -0.360
H 5.14810 0.12747 -1.24800 0.405
H 1.93980 1.01400 1.91105 0.355
N 8.91143 -1.96706 0.23528 -0.352
N 7.95695 -3.25385 -1.42145 -0.294
S 0.72213 -1.69736 1.58792 0.235
H -2.65264 -2.75410 1.10304 0.294
H -5.66209 1.41018 3.31524 0.524
H 5.98005 -1.86178 -1.03824 -0.054
H -0.58728 -7.24548 0.81865 0.502
H -2.77303 -4.59082 -2.09209 0.459
O -0.18181 1.76401 -0.98552 -0.093
H -6.49348 0.66386 1.12401 0.354
H -1.11851 -1.23102 -4.21462 0.712
H 3.35015 2.16199 -0.09815 0.548
C 1.85538 -2.84830 -3.10357 -0.624
H -4.11341 1.82802 -3.18800 0.466
C 4.05041 0.25579 0.61906 -0.542
H -0.80781 -2.42539 6.09228 0.505
H -2.36389 3.38837 -3.32682 0.582
C 4.03668 -3.44423 -2.32382 0.052
H -2.58952 3.12418 -1.58730 0.360
H 5.56999 1.48489 -0.24656 0.383
N 1.43016 2.30987 -4.19789 -0.064
C 5.32542 0.42150 -0.21043 -1.084
C -3.45346 1.42915 3.44705 -0.421
H 1.38272 2.20834 0.95137 0.328
C -1.95854 -5.96205 1.84052 0.045
C -2.70779 -3.96779 -2.97461 -0.745
H -2.74814 0.90810 -3.53446 0.301
C 2.44611 0.60357 -1.22368 0.092
S -2.48888 -0.14293 -0.00035 -0.806
H 8.76863 -3.84905 -1.46431 0.208
P -0.58748 1.92007 -2.44876 1.321
H -0.10482 -4.25695 3.10962 0.281
C 3.53085 -3.78635 -1.08163 -0.354
C -4.67939 1.21352 2.92310 -0.901
H -0.56216 1.93294 3.22762 -0.017
C 6.55256 -0.32674 0.32023 -0.950
C 7.87706 -2.25504 -0.54240 0.780
C -0.68549 -1.85747 5.18642 -0.785
C 3.21613 -3.00378 -3.35436 -1.053
C 0.57512 3.10871 -3.26483 -1.225
C 1.33572 -3.13670 -1.84245 0.258
N -2.51563 0.99210 2.53053 0.620
H 4.19002 -4.19227 -0.32537 0.521
C -1.85028 -2.86847 -3.01666 0.732
H 1.48233 -3.74318 3.73904 0.337
C -3.17082 0.53797 1.45643 -0.351
N -3.20490 1.51705 -2.83871 0.003
H 2.00962 2.90939 -4.78838 0.445
C -1.24217 -3.99534 0.04611 1.091
C -2.18952 -3.73079 1.03394 -0.860
H 9.78959 -2.44982 0.12726 0.217
C 2.94369 1.16609 0.08398 0.043
N -0.64256 -0.33766 3.57844 0.738
C 0.41089 -3.75664 3.92909 -0.792
H -3.29981 -4.53895 2.70541 0.507
O -0.65273 0.71506 -3.31882 -0.620
H -5.36134 0.55095 -0.22889 0.238
C -2.28583 2.65863 -2.52200 -0.953
C 2.17552 -3.62569 -0.84709 -0.240
H 3.64541 -2.79220 -4.32427 0.520
H 0.04366 3.86337 -3.84382 0.569
C -0.66231 -5.26023 -0.03253 -0.648
H -1.49213 0.16670 5.49555 0.524
C -1.01898 -6.25481 0.86724 -0.674
```